Density functional theory data (the ωB97M-V functional and the def2-TZVPD basis) for a molecular structure, C44H59AsCl2N5O2P2S6Ti at a distorted geometry.

Last column: Mulliken charge in e.
Atoms and positions in Å:
As1 -3.548 0.695 1.181  0.23
Ti1 -0.763 1.847 0.644  1.00
Cl1 -3.324 4.704 4.600  -0.13
Cl2 -1.229 3.691 2.860  -0.05
S1 -1.435 -0.194 1.256  -0.23
S2 -2.827 2.641 0.192  -0.82
S3 -1.023 -4.402 -4.906  -0.04
S4 0.593 1.162 3.893  -0.58
S5 -4.185 1.213 3.092  -0.36
S6 -4.688 -0.401 -0.135  -0.35
P1 -0.708 0.885 -1.850  2.90
P2 1.137 -1.186 -0.984  0.42
O1 1.471 1.497 1.063  0.05
O2 3.471 6.899 -1.851  -0.59
N1 0.074 3.779 -0.092  0.51
N2 0.510 -1.522 4.144  0.77
N3 -0.261 -0.799 -1.983  1.14
N4 1.608 8.103 -2.325  -0.35
N5 -1.456 -0.400 4.460  0.48
C1 -3.367 1.361 -2.886  -0.61
C2 -2.829 4.513 2.939  -0.28
C3 2.851 2.800 -2.548  -0.97
C4 -3.930 0.829 -5.168  -0.87
C5 1.848 1.989 -2.044  0.28
C6 -4.295 1.309 -3.924  -0.86
C7 4.693 -1.105 -3.928  -0.69
C8 2.267 7.036 -1.817  -0.01
C9 -2.630 0.381 -5.377  -0.88
C10 1.417 -5.303 -1.064  -0.54
C11 -2.193 -1.957 6.263  -0.05
C12 -0.753 -3.859 -6.596  -0.81
C13 1.423 3.403 -4.377  -1.09
C14 1.480 -3.977 -1.462  -0.32
C15 0.521 -4.633 1.069  -0.72
C16 -0.156 -0.365 4.187  -0.28
C17 1.056 -2.964 -0.600  0.65
C18 -2.255 -1.584 4.785  -1.20
C19 4.886 -1.249 -2.558  -0.70
C20 3.406 -0.992 -4.436  -1.13
C21 3.792 -1.271 -1.703  -1.21
C22 -0.354 4.368 -1.217  -0.23
C23 -2.729 -0.867 7.191  -0.51
C24 -4.199 -0.525 6.953  -1.06
C25 1.755 -3.035 6.586  -0.99
C26 0.588 -3.303 0.669  0.05
C27 0.620 1.847 -2.700  1.77
C28 2.641 3.514 -3.722  -0.88
C29 1.855 5.382 -0.002  -1.04
C30 -1.457 -1.712 -1.798  -1.07
C31 -1.711 0.428 -4.347  -1.54
C32 2.495 -1.164 -2.208  0.55
C33 -1.468 -2.974 -2.659  -1.42
C34 0.936 -5.633 0.200  -0.94
C35 2.843 -3.266 5.538  -0.67
C36 2.312 -1.021 -3.578  -0.12
C37 0.417 2.589 -3.866  -0.90
C38 2.399 -3.096 4.085  -0.77
C39 1.900 -1.704 3.709  -0.09
C40 1.419 5.957 -1.185  0.96
C41 -2.061 0.937 -3.085  0.89
C42 -1.188 -2.783 -4.140  0.52
C43 1.153 4.321 0.515  -0.73
C44 0.278 5.458 -1.784  -1.05
H1 3.242 -3.323 3.430  0.46
H2 3.678 -2.585 5.727  0.32
H3 2.028 1.446 -1.122  -0.78
H4 -4.818 -1.428 6.957  0.28
H5 -4.361 -0.019 5.998  0.16
H6 5.544 -1.084 -4.598  0.39
H7 -4.655 0.788 -5.972  0.40
H8 3.949 -1.380 -0.634  0.46
H9 -0.599 -4.748 -7.205  0.37
H10 -2.772 -2.876 6.403  0.51
H11 -2.335 -0.012 -6.343  0.54
H12 -1.939 0.490 4.433  0.30
H13 3.251 -0.881 -5.503  0.48
H14 1.424 -1.994 6.613  0.19
H15 1.732 -6.082 -1.747  0.45
H16 5.888 -1.345 -2.158  0.45
H17 1.961 -1.561 2.630  -0.25
H18 1.851 -3.735 -2.452  0.48
H19 -1.939 -2.423 4.159  0.17
H20 -0.253 -2.237 -4.284  -0.59
H21 -3.531 3.870 2.426  0.05
H22 -1.621 -3.321 -6.979  0.26
H23 -3.271 -1.346 4.474  0.62
H24 -5.312 1.631 -3.738  0.49
H25 -1.994 -2.236 -4.631  0.41
H26 0.261 -2.518 1.347  -0.02
H27 2.512 -0.933 4.177  0.59
H28 -1.524 -2.020 -0.756  0.33
H29 0.134 -3.228 -6.669  0.20
H30 3.798 2.876 -2.027  0.50
H31 -0.105 5.867 -2.710  0.41
H32 3.418 4.161 -4.112  0.51
H33 -2.598 -1.205 8.220  0.39
H34 -0.018 -2.365 4.301  0.13
H35 -1.157 -2.188 6.531  -0.30
H36 2.745 5.749 0.493  0.54
H37 -2.115 0.033 7.085  0.27
H38 1.458 3.871 1.445  0.63
H39 2.121 -3.286 7.583  0.45
H40 1.390 1.165 2.005  -0.46
H41 -4.576 0.136 7.734  0.39
H42 1.308 -0.924 -3.974  0.45
H43 1.243 3.957 -5.291  0.44
H44 -3.694 1.710 -1.928  0.49
H45 -2.458 -3.419 -2.529  0.60
H46 0.879 -3.665 6.394  0.22
H47 0.144 -4.886 2.053  0.49
H48 -0.709 0.059 -4.518  0.77
H49 -0.755 -3.693 -2.261  0.31
H50 -1.232 3.946 -1.684  0.43
H51 0.614 8.213 -2.235  0.20
H52 -2.727 5.486 2.479  0.39
H53 1.623 -3.838 3.845  0.08
H54 -2.356 -1.134 -1.989  0.81
H55 2.146 8.847 -2.738  0.26
H56 -0.528 2.558 -4.385  0.38
H57 3.237 -4.278 5.652  0.40
H58 2.393 1.716 0.899  0.25
H59 0.888 -6.671 0.507  0.40

* E: -9213.7596 Ha
* energy above the lowest of the compared OMol25 structures with the same formula, charge and spin: 44.1 kcal/mol
* charge: +1

---

Density functional theory data (the ωB97M-V functional and the def2-TZVPD basis) for a molecular structure, C9H14N4O8P2PtS.

Last column: Mulliken charge in e.
Atoms and positions in Å:
Pt1 -0.542 0.304 0.858  2.24
S1 0.779 -0.188 2.680  -0.57
P1 -0.021 -2.632 -0.832  0.40
P2 2.255 -0.716 -0.722  0.75
O1 -2.209 -0.063 1.733  -0.92
O2 0.203 -2.462 -2.448  -0.61
O3 -0.622 -3.932 -0.520  -0.75
O4 2.484 -0.733 -2.296  -0.53
O5 -0.654 -1.313 -0.422  -0.36
O6 1.772 -2.556 1.140  -0.65
O7 1.396 0.407 -0.263  -0.62
O8 3.732 -0.644 -0.151  -0.54
N1 -0.732 2.026 1.757  0.71
N2 0.978 1.490 4.702  -0.39
N3 -0.211 2.330 2.964  -1.42
N4 -1.704 1.265 -0.566  -0.41
C1 -3.373 2.828 -2.079  -0.23
C2 -2.076 0.848 -1.766  0.03
C3 0.465 1.328 3.472  0.76
C4 -2.117 2.456 -0.089  0.68
C5 -1.558 2.836 1.199  -0.33
C6 1.721 -2.427 -0.282  1.08
C7 -2.964 3.263 -0.826  -0.92
C8 -2.917 1.613 -2.560  -0.76
C9 2.648 -3.488 -0.859  -1.81
H1 2.259 -4.465 -0.572  0.45
H2 -0.418 -3.017 -2.935  0.28
H3 -3.291 4.211 -0.422  0.43
H4 0.939 2.401 5.125  0.24
H5 -4.039 3.438 -2.674  0.43
H6 3.995 0.255 0.082  0.36
H7 -3.210 1.247 -3.533  0.42
H8 2.701 -3.430 -1.945  0.33
H9 1.688 -1.057 -2.753  0.36
H10 -1.705 -0.125 -2.053  0.35
H11 0.887 -2.498 1.524  0.46
H12 1.605 0.801 5.077  0.20
H13 3.649 -3.367 -0.446  0.43
H14 -1.792 3.765 1.701  0.42

* E: -2372.6408 Ha
* energy above the lowest of the compared OMol25 structures with the same formula, charge and spin: 11.1 kcal/mol
* charge: 0